Entry from the OMol25 dataset: a molecular structure, C10H12AlCuF5NO in a non-equilibrium geometry (wB97M-V/def2-TZVPD).

Each line ends with the Löwdin charge.
Cartesian coordinates (Å):
C (-0.941, 2.190, 0.901)  -0.129
Al (0.342, 0.774, 1.579)  0.409
N (1.262, 1.275, 3.189)  0.025
C (1.809, 0.211, 0.240)  -0.100
O (1.808, 0.960, -0.953)  -0.049
C (1.100, 0.231, -1.948)  -0.227
C (1.674, -0.987, -2.533)  0.019
C (0.910, -1.743, -3.517)  -0.024
C (-0.407, -1.215, -3.893)  -0.058
C (-0.976, -0.001, -3.328)  -0.071
C (-0.226, 0.753, -2.316)  -0.008
C (-0.810, -0.895, 1.969)  -0.298
F (-1.905, -0.948, 1.042)  -0.037
F (-0.016, -2.020, 1.713)  0.027
C (-1.309, -0.994, 3.461)  -0.494
F (-1.970, 0.141, 3.841)  0.133
F (-0.260, -1.268, 4.275)  0.157
F (-2.234, -2.027, 3.508)  0.116
H (-0.444, 3.085, 0.452)  0.039
H (-1.618, 2.499, 1.751)  0.045
H (-1.652, 1.727, 0.124)  -0.043
H (1.694, 0.388, 3.501)  0.024
H (2.080, 1.818, 2.863)  0.026
H (2.825, 0.344, 0.716)  0.123
H (1.697, -0.906, 0.094)  0.120
H (2.682, -1.280, -2.143)  0.133
H (1.314, -2.689, -3.950)  0.120
H (-0.987, -1.790, -4.654)  0.112
H (-1.976, 0.405, -3.613)  0.105
H (-0.600, 1.675, -1.811)  0.100
Cu (-2.865, 0.289, -0.558)  0.703

Atomic forces in eV per Å
-0.39 -0.28 0.10
-1.46 1.38 1.85
0.60 -1.23 -2.30
3.44 -0.69 -1.05
-1.07 -2.04 0.39
-1.78 -0.55 -1.73
-1.52 1.10 0.25
-0.99 2.37 1.14
0.81 0.10 0.62
1.74 -0.12 1.29
1.32 -2.19 -0.78
1.79 0.60 0.34
-0.07 -0.36 0.61
-1.24 0.57 0.21
-1.46 -1.27 -0.97
1.20 -1.29 -0.36
-1.47 0.57 -0.86
1.25 1.19 0.54
-0.69 -0.69 0.20
0.81 -0.20 -0.81
0.52 0.58 0.34
-0.20 0.56 0.41
-0.41 0.11 0.66
-1.24 0.32 -0.14
-0.59 1.08 0.07
-1.04 0.11 -0.68
-0.48 1.07 0.40
0.51 0.67 0.78
0.98 -0.62 -0.07
0.41 -0.81 -0.75
0.75 -0.08 0.33

Results
LUMO energy (spin up / spin down) (Ha): -0.20638 / -0.24979
Gap between HOMO and LUMO (spin up / spin down) (eV): 7.28 / 5.69
Expectation value of S²: 0.760
2S+1: 2
Strongest force on any atom (hartree/bohr): 0.0712
Total charge: +1
HOMO level (spin up / spin down) (eV): -12.90 / -12.49